C32H44N8O7S4Ti | ωB97M-V/def2-TZVPD

The HOMO-LUMO gap is 6.55 eV. The net charge is +2. Its relative energy (zero: lowest compared OMol25 entry of this formula, charge and spin) is 14.8 kJ/mol.

Geometry as XYZ:
```
96
Properties=species:S:1:pos:R:3:forces:R:3:lowdin_charge:R:1
Ti 0.5506 0.1086 -0.6864 -0.1 -0.2 0.0 1.1624
O -0.7666 -0.8629 -0.0045 -0.2 0.1 0.1 -0.2036
C -1.3190 -2.0669 0.1974 0.0 0.0 0.0 -0.2947
C -2.6014 -2.1615 0.7219 0.0 -0.1 -0.1 -0.0026
C -3.1452 -3.4150 0.9251 0.0 0.0 0.0 -0.0682
C -2.4178 -4.5632 0.6171 0.0 0.0 0.0 -0.0597
C -1.1419 -4.4590 0.1010 0.0 0.0 0.0 -0.0156
C -0.5712 -3.2014 -0.1194 -0.1 0.1 0.0 -0.1036
C 0.7649 -3.0151 -0.6578 0.0 0.0 0.0 -0.2551
N 1.3435 -1.8549 -0.9997 -0.1 0.1 0.1 0.0231
C 2.6094 -2.1637 -1.4735 0.0 0.0 0.1 -0.0826
C 2.7924 -3.4999 -1.4139 0.0 0.0 0.0 -0.0269
N 1.6231 -4.0182 -0.9049 0.0 0.0 0.0 0.1496
H -3.1319 -1.2525 0.9718 0.0 0.0 0.0 0.1305
H -4.1394 -3.5067 1.3408 0.0 0.0 0.0 0.1215
H -2.8518 -5.5390 0.7837 0.0 0.0 0.0 0.1182
H -0.6000 -5.3662 -0.1377 0.0 0.0 0.0 0.1149
H 3.2933 -1.4002 -1.7913 0.0 0.0 0.0 0.1088
H 3.6271 -4.1209 -1.6839 0.0 0.0 0.0 0.1298
H 1.4391 -4.9930 -0.7360 0.0 0.0 0.0 0.1646
C -2.1555 -1.6371 5.1290 0.0 0.0 0.0 -0.5212
C -2.3192 -0.2838 4.4378 0.0 0.0 0.0 -0.5320
S -1.0061 0.2475 3.3160 0.0 0.0 0.0 0.8387
C 0.4730 0.1661 4.3647 0.0 0.0 0.0 -0.5016
C 1.6636 -0.6624 3.8198 0.0 0.0 0.1 -0.5134
S 1.3526 -1.8493 2.4943 0.1 0.0 0.0 0.8417
C 1.0199 -3.3881 3.3931 0.0 0.0 0.0 -0.5192
C 0.0452 -3.2999 4.5557 0.0 0.0 0.0 -0.5148
S -1.6810 -3.0260 4.0634 0.0 0.1 0.1 0.8914
H -3.1078 -1.8970 5.5930 0.0 0.0 0.0 0.0762
H -1.4373 -1.5808 5.9460 0.0 0.0 0.0 0.0674
H -2.5038 0.4797 5.1960 0.0 0.0 0.0 0.0817
H -3.2004 -0.2997 3.7934 0.0 0.0 0.0 0.0682
H 0.1730 -0.2027 5.3443 0.0 -0.1 0.0 0.0662
H 0.8232 1.1862 4.5206 0.0 0.0 0.0 0.0492
H 2.1447 -1.2016 4.6379 0.0 0.0 0.0 0.0829
H 2.4259 0.0128 3.4294 0.0 0.0 -0.1 0.0426
H 1.9634 -3.8062 3.7499 0.0 0.0 0.0 0.0802
H 0.6308 -4.0682 2.6315 0.0 0.0 0.0 0.0585
H 0.3368 -2.5091 5.2453 0.0 0.0 0.0 0.0587
H 0.1041 -4.2352 5.1142 0.0 0.0 0.0 0.0815
O -2.6461 1.3930 -0.7924 0.0 0.0 0.0 0.1729
C -1.9920 0.9914 -1.7052 0.0 0.1 -0.1 -0.5220
O -0.6562 1.0326 -1.7806 0.1 -0.2 0.1 -0.1357
C -2.6483 0.4603 -2.9736 0.0 0.0 0.1 -0.1534
N -1.7316 -0.3917 -3.8139 0.0 0.0 0.0 0.1067
C -2.0125 -0.0902 -5.2796 0.0 0.0 0.0 -0.0766
C -3.2170 0.8428 -5.2575 0.0 0.0 0.0 -0.1377
C -3.0735 1.5761 -3.9278 0.0 0.0 0.0 -0.0980
H -3.5073 -0.1464 -2.6895 0.0 0.0 0.0 0.1743
H -1.8715 -1.3781 -3.6088 0.0 0.0 0.0 0.1826
H -0.7248 -0.1770 -3.6246 0.0 0.0 0.0 0.1038
H -2.1728 -1.0247 -5.8096 0.0 0.0 0.0 0.1346
H -1.1171 0.3900 -5.6666 0.0 0.0 0.0 0.1299
H -4.1479 0.2747 -5.2817 0.0 0.0 0.0 0.1266
H -3.2130 1.5128 -6.1140 0.0 0.0 0.0 0.1289
H -3.9889 2.0515 -3.5852 0.0 0.0 0.0 0.1402
H -2.2913 2.3370 -3.9823 0.0 0.0 0.0 0.1400
C 7.3556 -1.9568 1.2283 0.0 0.0 0.0 -0.0340
C 6.6028 -0.7923 0.6542 0.0 0.0 0.0 -0.2502
C 7.2248 0.0734 -0.2482 0.0 0.0 0.0 -0.0143
C 6.5571 1.1693 -0.7615 0.0 0.0 0.0 -0.0455
C 5.2389 1.4031 -0.3853 0.0 0.0 0.0 -0.2865
C 4.6005 0.5508 0.5022 0.0 0.1 -0.1 -0.0526
C 5.2848 -0.5376 1.0211 0.0 0.0 0.0 -0.0217
S 4.4213 2.8439 -0.9923 0.0 -0.1 0.0 0.6427
O 3.0196 2.7097 -0.6651 0.1 0.2 0.1 -0.3236
O 5.1211 4.0140 -0.5506 0.0 0.0 0.0 -0.2698
N 4.5710 2.8270 -2.6170 0.0 -0.1 0.0 -0.1288
C 4.1755 1.6996 -3.4728 -0.2 0.1 0.1 -0.1688
C 2.6915 1.7240 -3.8933 0.1 -0.2 0.0 -0.0495
C 1.7846 0.6953 -3.2552 0.1 0.1 -0.1 -0.5463
O 0.9550 0.0869 -3.9221 0.0 0.1 0.0 0.0441
O 1.9147 0.5207 -1.9692 -0.1 0.2 0.1 -0.1673
H 7.8917 -2.5015 0.4510 0.0 0.0 0.0 0.0883
H 6.6877 -2.6474 1.7408 0.0 0.0 0.0 0.0791
H 8.0976 -1.6109 1.9498 0.0 0.0 0.0 0.0953
H 8.2508 -0.1097 -0.5420 0.0 0.0 0.0 0.1270
H 7.0632 1.8429 -1.4420 0.0 0.0 0.0 0.1230
H 3.5793 0.7453 0.7890 -0.1 0.0 0.0 0.0796
H 4.7777 -1.1979 1.7159 0.0 0.0 0.0 0.1098
H 5.4064 3.3211 -2.8984 0.0 0.0 0.0 0.1194
H 4.4513 0.7395 -3.0239 0.0 0.1 0.1 0.1183
H 4.7789 1.8062 -4.3712 0.0 0.0 0.0 0.1303
H 2.5991 1.5820 -4.9681 0.0 0.0 0.0 0.1266
H 2.2763 2.7068 -3.6574 0.0 0.0 0.0 0.1405
N 2.9756 4.3502 3.6860 0.0 0.0 0.0 0.2165
C 2.4854 3.9116 2.5312 -0.1 -0.2 0.3 -0.4306
N 2.4205 4.7207 1.4849 0.1 -0.1 -0.4 0.2340
N 2.0441 2.6383 2.5374 -0.1 0.2 -0.2 0.1843
C 1.4465 2.0163 1.6124 0.1 -0.1 0.1 -0.2901
N 0.8996 1.2686 0.8896 0.3 0.1 -0.2 0.1120
H 3.3811 5.2650 3.7832 0.0 0.0 0.0 0.1335
H 2.9824 3.7288 4.4767 0.0 0.0 0.0 0.1310
H 2.8562 5.6290 1.5272 0.0 0.0 0.0 0.1384
H 2.3461 4.3033 0.5623 0.0 0.0 0.0 0.0947
```
Positions in Å, forces in eV/Å.



C32H45BBaN11O8 | ωB97M-V/def2-TZVPD

The HOMO-LUMO gap is 6.64 eV. The net charge is -1. Its relative energy (zero: lowest compared OMol25 entry of this formula, charge and spin) is 70.3 kJ/mol.

Geometry as XYZ:
```
98
Properties=species:S:1:pos:R:3:forces:R:3:lowdin_charge:R:1
Ba -0.0758 0.7186 0.3415 3.3 -1.7 0.6 2.1585
O 1.7911 2.4330 0.4091 0.6 0.8 0.1 -0.2918
C 1.7950 3.6001 -0.3645 -0.1 0.6 -0.1 -0.2384
C 0.3559 3.9853 -0.7152 0.4 -0.1 0.3 -0.1805
N -0.2889 2.8879 -1.4054 -0.1 0.7 -0.4 -0.2446
C 0.2928 2.6155 -2.7102 0.2 -0.4 -0.1 -0.0789
C 0.9267 1.2166 -2.8038 0.2 0.5 -0.8 -0.6422
O 1.6129 0.9655 -3.7935 0.3 0.3 -0.2 0.0061
O 0.6162 0.3798 -1.9016 0.6 -0.5 -1.5 -0.3497
C -1.7376 2.9907 -1.4804 -0.2 -0.2 -0.1 -0.1014
C -2.2010 1.5607 -1.7945 -0.8 0.5 -0.7 -0.6685
O -2.5969 1.2865 -2.9528 -0.2 0.4 -0.5 -0.0278
O -2.0758 0.7211 -0.8902 -1.7 -0.3 -0.2 -0.2596
H 2.6015 1.9102 0.1914 0.1 -0.2 -0.2 0.0179
H 2.2554 4.4325 0.1921 0.0 -0.1 -0.1 0.1232
H 2.3773 3.4489 -1.2807 0.1 0.0 0.0 0.1206
H -0.1848 4.1436 0.2186 0.0 0.1 0.0 0.1091
H 0.3580 4.9159 -1.3118 0.0 0.0 0.1 0.1293
H -0.4835 2.6282 -3.4850 0.1 0.0 0.0 0.1313
H 1.0434 3.3573 -2.9962 0.0 0.0 0.0 0.1277
H -2.1252 3.2829 -0.5042 0.0 0.0 0.0 0.1239
H -2.0771 3.7042 -2.2491 0.0 -0.1 0.1 0.1294
C -3.8754 -0.2810 1.7874 0.4 -0.3 0.3 0.0225
C -2.5755 -0.9508 2.2790 -0.7 0.6 -0.3 -0.4907
N -1.4296 -0.1616 2.0794 -1.1 -1.9 1.0 -0.2122
N -1.4611 0.6910 3.0802 -0.6 -0.1 0.5 -0.1020
C -1.0172 1.9259 3.0259 -0.3 0.4 0.0 -0.4194
O -0.8181 2.4159 1.8801 -0.4 1.3 1.0 -0.2371
C -0.6434 2.6665 4.2386 0.1 0.5 0.5 -0.1205
C 0.2573 3.7137 4.0373 -0.2 -0.2 -0.2 -0.0140
C 0.7194 4.4655 5.0945 0.1 0.1 0.1 -0.0796
C 0.2874 4.1868 6.3807 0.0 0.0 0.1 -0.0997
C -0.6205 3.1616 6.5914 0.0 0.0 0.2 -0.0917
C -1.0845 2.3993 5.5327 0.0 -0.1 -0.2 -0.0239
C -2.3939 -2.3088 1.6546 -0.1 -0.3 0.4 -0.1993
C -2.9634 -3.4536 2.2073 0.1 0.1 -0.1 0.0012
C -2.7542 -4.6669 1.5733 0.0 0.1 0.0 -0.0705
C -1.9726 -4.6963 0.4282 0.0 0.0 0.0 -0.0724
C -1.4385 -3.5018 -0.0335 0.0 -0.4 0.0 -0.1372
N -1.6579 -2.3421 0.5571 0.2 0.6 -0.1 0.1417
H -3.8974 0.7389 2.1684 -0.1 0.1 0.0 0.0889
H -4.7457 -0.8291 2.1427 -0.2 0.0 0.0 0.0788
H -3.8535 -0.2492 0.7009 0.0 0.0 -0.1 0.0735
H 0.6006 3.8919 3.0310 0.1 0.0 -0.1 0.1160
H 1.4314 5.2581 4.9137 0.1 0.1 0.0 0.1010
H 0.6639 4.7619 7.2156 0.0 0.0 0.1 0.0942
H -0.9614 2.9493 7.5964 0.0 0.0 0.0 0.0970
H -1.7744 1.5905 5.7122 -0.1 0.0 0.1 0.1001
H -3.5326 -3.3844 3.1201 -0.1 0.0 0.1 0.1138
H -3.1857 -5.5778 1.9684 0.0 0.0 0.0 0.1013
H -1.7767 -5.6245 -0.0909 0.0 0.0 0.0 0.0935
H -0.7964 -3.4501 -0.9010 -0.1 -0.1 -0.1 0.0616
B 4.5527 1.1233 1.9056 0.0 -0.1 0.1 -0.4532
N 4.3397 0.2233 0.6883 0.5 -0.3 0.1 -0.1003
C 4.7431 -1.0381 0.5161 0.1 -0.2 -0.1 -0.1053
C 4.3076 -1.4689 -0.7236 0.1 -0.1 0.1 -0.0823
C 3.6250 -0.3688 -1.2406 0.1 0.0 -0.1 -0.1568
N 3.6590 0.6378 -0.3760 -0.4 0.4 -0.4 0.0477
N 3.3525 0.9158 2.8669 0.0 0.2 0.4 -0.0954
C 3.2649 1.4454 4.0903 -0.1 0.1 0.4 -0.1137
C 2.1528 0.9173 4.7196 0.2 0.1 0.1 -0.0883
C 1.6151 0.0561 3.7660 0.1 0.0 0.1 -0.1884
N 2.3477 0.0698 2.6557 -0.4 -0.5 -0.6 0.0481
H 5.5548 0.7749 2.4749 0.2 -0.1 0.1 0.0606
H 4.6092 2.2662 1.5590 0.0 0.4 -0.1 0.0608
H 5.3165 -1.5513 1.2642 0.1 0.0 0.2 0.1109
H 4.4713 -2.4281 -1.1788 0.0 -0.1 -0.1 0.0734
H 3.1564 -0.2481 -2.1977 -0.2 0.1 -0.2 0.0823
H 3.9986 2.1464 4.4398 0.1 0.1 0.0 0.1104
H 1.7835 1.1305 5.7053 0.0 0.1 0.1 0.0822
H 0.7674 -0.5972 3.8538 -0.2 -0.1 -0.1 0.0901
N -2.2457 -3.5043 -3.2402 -0.4 -0.3 0.1 0.0347
C -1.7395 -3.5598 -4.6074 0.0 -0.2 -0.6 -0.3733
C -1.8477 -2.1637 -5.2370 0.1 -0.1 0.3 -0.1002
C -0.8760 -1.1821 -4.5838 0.2 -0.1 -0.7 -0.2824
N -1.2737 -0.9575 -3.1886 -0.1 0.5 0.5 0.1717
C 0.5510 -1.7086 -4.6879 0.1 -0.1 0.4 -0.1007
C 0.7243 -3.0739 -4.0311 0.1 -0.4 -0.6 -0.3675
N 0.5648 -2.9943 -2.5851 0.3 0.0 0.2 0.0540
C -0.2898 -4.0593 -4.6370 0.0 0.2 0.2 -0.1169
H -3.2520 -3.3867 -3.2321 0.0 -0.1 0.0 0.0996
H -1.5637 -1.8609 -2.7779 -0.1 0.2 0.0 0.0972
H -2.0086 -4.3422 -2.7260 -0.1 0.0 0.1 0.0747
H -2.3316 -4.2630 -5.2299 0.1 0.2 0.2 0.1325
H -2.8699 -1.7971 -5.1307 -0.1 0.0 -0.1 0.1202
H -1.6188 -2.2366 -6.3011 0.0 0.0 0.0 0.1209
H -0.9143 -0.2203 -5.1032 -0.1 0.0 0.1 0.1557
H -2.0168 -0.1852 -3.1060 0.2 -0.5 -0.1 0.0989
H -0.4740 -0.5687 -2.6235 -0.3 -0.1 -0.3 0.0763
H 1.2339 -0.9819 -4.2423 0.0 0.0 -0.1 0.0916
H 0.8085 -1.7916 -5.7458 0.0 0.0 0.0 0.1294
H 1.7306 -3.4433 -4.3013 -0.2 0.1 0.0 0.1368
H 1.0076 -2.1529 -2.2255 0.2 0.0 0.1 0.0780
H 1.0242 -3.7827 -2.1421 0.1 0.1 0.0 0.0910
H -0.2268 -5.0208 -4.1194 0.0 -0.1 0.0 0.1111
H -0.0147 -4.2254 -5.6817 0.0 -0.1 0.0 0.1167
O -2.6501 -1.0940 3.7455 -0.1 -0.3 -0.1 -0.0243
O -1.9590 0.0271 4.2667 0.3 0.3 0.8 -0.0174
```
Positions in Å, forces in eV/Å.



Look up the net charge of the second one. -1



Which of these has the lowest HOMO-LUMO gap? C32H44N8O7S4Ti



What is the formula in the second record? C32H45BBaN11O8



Which value of net charge does entry 1 give? +2